The following is a DFT calculation (wB97M-V/def2-TZVPD) of one molecule with the formula C7H8BFO2.

Each line ends with the natural charge from an NBO analysis.
Atoms and positions in Å:
F  0.258  -1.308  2.945  -0.380
O  -2.111  -1.148  -0.121  -0.696
O  -3.289  -2.433  1.656  -0.896
C  1.150  0.581  0.536  -0.437
C  -0.678  0.091  -1.567  -0.328
C  -1.040  -0.459  -0.374  0.383
C  0.032  -0.508  0.689  -0.372
C  1.627  0.589  -0.828  -0.186
C  0.703  0.397  -1.809  -0.222
C  -0.478  -0.534  2.095  0.041
B  -2.480  -1.598  1.095  1.107
H  0.653  1.535  0.819  0.203
H  1.822  0.413  1.297  0.220
H  -1.417  0.149  -2.404  0.222
H  -0.565  0.428  2.652  0.168
H  2.651  0.739  -0.938  0.208
H  0.565  -1.462  0.334  0.235
H  -4.038  -2.793  1.074  0.512
H  1.154  0.096  -2.813  0.219

HOMO level: -7.775 eV
lowest unoccupied orbital energy: 0.01 eV
ΔE to the lowest compared entry with this formula, charge and spin: 115.7 kcal per mole
HOMO-LUMO gap: 7.7840 eV

The following is a DFT calculation (wB97M-V/def2-TZVPD) of a 3-piece molecular cluster, C2H9OS overall.

Each line ends with the natural charge from an NBO analysis.
Atoms and positions in Å:
S  0.936  -0.604  -2.152  0.484
O  -0.420  1.895  -0.916  -0.980
C  0.473  -1.303  0.495  -0.712
C  0.260  -1.505  -0.965  -0.077
H  -0.163  -2.025  0.998  0.265
H  1.235  0.451  -1.358  0.194
H  -1.169  1.656  2.741  0.024
H  0.273  -0.268  0.769  0.285
H  1.520  -1.572  0.682  0.292
H  -0.337  -2.352  -1.314  0.259
H  -1.232  2.106  -1.394  0.494
H  -0.997  0.935  2.659  -0.024
H  -0.378  2.586  -0.243  0.495

HOMO level: -16.012 eV
lowest unoccupied orbital energy: -6.32 eV
net charge: +1
ΔE to the lowest compared entry with this formula, charge and spin: 42.6 kcal per mole
HOMO-LUMO gap: 9.6952 eV

The following is a DFT calculation (wB97M-V/def2-TZVPD) of C24H34CuN10OSe2 as an isolated structure.

Each line ends with the Mulliken spin population.
Atoms and positions in Å:
Se  -4.224  -0.521  -4.355  0.000
Se  -5.328  -2.092  -3.186  0.000
Cu  -0.161  -0.314  1.369  0.005
O  5.406  -1.428  -1.158  0.000
N  -1.750  2.536  0.609  -0.001
N  -1.865  -0.717  -2.900  -0.001
N  -0.772  1.318  2.391  0.007
N  -1.743  0.292  -0.080  0.017
N  -5.121  -2.159  -0.495  0.000
N  -0.967  3.660  2.468  0.000
N  -2.580  1.930  -1.453  0.000
N  3.174  2.638  0.908  0.000
N  1.208  -1.372  0.750  0.952
N  7.171  -0.310  -0.168  0.000
C  0.069  -3.364  1.732  0.004
C  0.042  -2.019  -3.592  0.004
C  1.323  -2.800  1.031  -0.119
C  -1.101  2.435  1.832  0.002
C  3.562  0.371  0.154  0.012
C  5.350  1.969  0.109  0.000
C  -0.662  -1.261  -2.672  0.030
C  -2.432  -1.043  -4.070  0.000
C  -0.589  -2.312  -4.809  -0.001
C  -5.318  -1.265  -1.446  0.000
C  4.470  2.869  0.668  0.002
C  5.826  -0.495  -0.495  -0.001
C  1.584  -3.486  -0.345  0.082
C  -5.380  0.108  -1.243  0.000
C  2.598  -3.044  1.843  0.081
C  0.013  4.551  1.778  0.001
C  -1.961  1.496  -0.299  0.003
C  -5.117  -1.674  0.771  0.000
C  -5.168  -0.313  1.079  0.000
C  -1.807  -1.778  -5.052  0.000
C  4.900  0.657  -0.075  0.003
C  -5.338  0.594  0.047  0.000
C  2.762  1.382  0.617  -0.013
C  -0.784  3.560  3.941  0.000
H  -0.122  -2.918  -5.581  0.000
H  -5.365  1.686  0.220  0.000
H  0.999  -2.393  -3.296  0.002
H  -0.888  4.587  4.302  0.000
H  2.749  -4.117  2.027  0.003
H  -0.341  1.472  3.293  -0.004
H  0.212  3.245  4.291  0.000
H  0.718  -3.243  -0.975  -0.012
H  -0.771  -3.150  1.110  -0.007
H  -2.547  2.923  -1.609  0.000
H  -2.409  -2.005  -5.945  0.000
H  7.860  -1.078  -0.219  0.000
H  0.085  -4.412  1.943  0.001
H  0.408  5.213  2.530  0.000
H  2.512  -2.585  2.845  -0.002
H  4.751  3.920  0.818  0.000
H  -4.939  -2.357  1.621  0.000
H  0.789  3.960  1.293  0.000
H  -2.490  1.373  -2.289  0.000
H  -0.197  -1.013  -1.701  -0.040
H  -0.555  5.215  1.099  0.000
H  0.024  -2.760  2.669  -0.003
H  -1.522  2.881  4.356  0.000
H  -5.457  0.773  -2.121  0.000
H  3.449  -2.607  1.342  -0.013
H  1.854  -4.547  -0.249  0.002
H  -2.139  -0.296  -0.810  0.003
H  1.669  1.150  0.759  0.003
H  6.360  2.321  -0.107  0.000
H  3.158  -0.633  -0.061  0.001
H  7.350  0.307  0.604  0.000
H  -2.008  3.483  0.328  0.000
H  -4.917  -0.040  2.115  0.000
H  2.429  -2.955  -0.808  -0.003

HOMO level (alpha / beta): -6.554 / -6.088 eV
lowest unoccupied orbital energy (alpha / beta): 0.03 / 0.03 eV
<S²>: 0.7585
multiplicity: 2
HOMO-LUMO gap (alpha / beta): 6.5824 / 6.1165 eV

The following is a DFT calculation (wB97M-V/def2-TZVPD) of C15H13N3O2ReS2 as an isolated structure.

Each line ends with the Mulliken spin population.
Atoms and positions in Å:
Re  -0.664  0.421  0.541  2.326
S  -0.595  -1.767  0.880  0.296
S  0.683  1.038  2.345  0.051
O  -4.667  0.262  1.161  0.041
O  -2.466  0.528  0.967  0.095
N  0.895  0.617  -0.824  -0.123
N  -0.676  3.328  1.991  0.006
N  1.534  3.517  2.614  0.005
C  -3.141  -4.315  2.503  -0.028
C  4.233  -0.453  -4.083  -0.007
C  -2.029  -3.670  1.979  0.058
C  0.494  2.776  2.305  0.016
C  -3.604  -0.246  1.247  -0.006
C  3.647  1.855  -4.537  -0.008
C  -4.434  -2.320  2.177  0.006
C  2.590  0.664  -2.755  0.004
C  4.387  0.713  -4.825  0.020
C  -3.332  -1.652  1.658  0.057
C  2.739  1.843  -3.498  0.024
C  -2.110  -2.346  1.557  -0.006
C  3.330  -0.493  -3.038  0.026
C  -4.344  -3.640  2.603  0.043
C  1.657  0.636  -1.694  0.092
H  -1.089  -4.200  1.892  0.000
H  1.463  4.513  2.777  0.001
H  2.428  3.078  2.777  0.002
H  4.816  -1.331  -4.322  0.000
H  -1.515  2.765  2.033  0.001
H  5.096  0.731  -5.642  0.001
H  -5.216  -4.133  3.008  0.002
H  2.151  2.720  -3.265  0.001
H  -3.062  -5.343  2.828  0.000
H  3.780  2.750  -5.128  0.000
H  -5.372  -1.786  2.244  0.002
H  -0.804  4.332  1.977  0.000
H  3.198  -1.392  -2.453  0.001

HOMO level (alpha / beta): -14.564 / -15.043 eV
lowest unoccupied orbital energy (alpha / beta): -7.75 / -8.35 eV
net charge: +2
<S²>: 3.7817
multiplicity: 4
ΔE to the lowest compared entry with this formula, charge and spin: 2.0 kcal per mole
HOMO-LUMO gap (alpha / beta): 6.8125 / 6.6939 eV

The following is a DFT calculation (wB97M-V/def2-TZVPD) of a 2-piece molecular cluster, C9H22N2O overall.

Each line ends with the natural charge from an NBO analysis.
Atoms and positions in Å:
O  2.560  0.999  -0.483  -0.561
N  -3.301  -1.719  0.553  -0.613
N  -2.761  2.507  -0.197  -0.824
C  -2.244  1.260  -0.805  -0.217
C  2.455  -0.391  -0.164  0.267
C  -3.108  0.091  -0.444  -0.244
C  3.839  -1.046  0.020  -0.634
C  2.758  1.996  0.509  -0.247
C  1.678  -0.982  -1.351  -0.614
C  -3.173  -0.343  1.015  -0.219
C  -2.698  -1.347  -0.728  -0.208
C  1.642  -0.660  1.090  -0.645
H  -1.197  1.076  -0.532  0.182
H  3.820  1.991  0.827  0.168
H  -2.258  -0.113  1.568  0.164
H  -3.699  2.284  0.161  0.349
H  -4.122  0.252  -0.804  0.202
H  -2.196  2.734  0.627  0.354
H  1.603  -2.072  -1.343  0.206
H  2.148  -0.650  -2.282  0.222
H  4.492  -0.277  0.388  0.215
H  2.528  2.949  0.039  0.196
H  -2.247  1.366  -1.893  0.185
H  -1.587  -1.428  -0.724  0.163
H  2.242  -0.511  1.996  0.211
H  -2.795  -2.424  1.086  0.353
H  3.796  -1.848  0.714  0.207
H  0.671  -0.564  -1.313  0.205
H  4.201  -1.419  -0.970  0.211
H  0.752  -0.032  1.102  0.207
H  -3.132  -1.827  -1.603  0.191
H  2.031  1.848  1.315  0.169
H  -4.024  0.009  1.610  0.183
H  1.328  -1.709  1.015  0.217

HOMO level: -9.029 eV
lowest unoccupied orbital energy: 0.71 eV
SMILES: COC(C)(C)C.NCC1CNC1
ΔE to the lowest compared entry with this formula, charge and spin: 20.9 kcal per mole
HOMO-LUMO gap: 9.7344 eV

The following is a DFT calculation (wB97M-V/def2-TZVPD) of C3H4N2O as an isolated structure.

Each line ends with the natural charge from an NBO analysis.
Atoms and positions in Å:
O  -0.692  -1.079  -1.960  -0.700
N  0.533  1.215  0.153  -0.288
N  -0.207  1.044  -0.989  -0.360
C  0.165  -0.949  0.178  -0.685
C  0.823  0.122  0.834  0.084
C  -0.423  -0.268  -0.993  0.520
H  0.851  2.151  0.361  0.418
H  -0.346  -1.731  0.734  0.283
H  1.379  0.168  1.762  0.224
H  0.240  -1.597  -1.024  0.504

HOMO level: -8.763 eV
lowest unoccupied orbital energy: 0.29 eV
ΔE to the lowest compared entry with this formula, charge and spin: 101.3 kcal per mole
HOMO-LUMO gap: 9.0522 eV

Number 1: maximum force 0.115 hartree/bohr, E -546.65642 a.u.. Number 2: maximum force 0.024 hartree/bohr, E -554.68222 a.u.. Number 3: maximum force 0.045 hartree/bohr, E -8001.01368 a.u.. Number 4: maximum force 0.009 hartree/bohr, E -1768.26001 a.u.. Number 5: maximum force 0.041 hartree/bohr, E -540.79425 a.u.. Number 6: maximum force 0.007 hartree/bohr, E -301.32585 a.u..